{"formula": "C11H23N2", "method": "ωB97M-V/def2-TZVPD", "smiles": "CC(C)/C=C/[C@@]1(C)[C@@H](C)[N@@H+]1CCN", "energy_ev": -14751.043, "spin_multiplicity": 1, "homo_ev": -12.84, "fmax_ha_per_bohr": 0.0898, "total_charge": 1, "gap_ev": 10.537, "relative_energy_kcal_mol": 85.2, "symbols": ["C", "C", "C", "C", "C", "C", "C", "C", "C", "N", "C", "C", "N", "H", "H", "H", "H", "H", "H", "H", "H", "H", "H", "H", "H", "H", "H", "H", "H", "H", "H", "H", "H", "H", "H", "H"], "xyz": [[-3.815326, 0.494402, -1.065598], [-2.921783, 0.186233, 0.127952], [-3.667578, -1.057884, 0.830239], [-1.514735, -0.035965, -0.359664], [-0.603187, 0.950435, -0.120849], [0.835413, 0.969314, -0.540244], [1.087701, 1.331979, -1.987611], [1.889218, 1.387633, 0.415144], [1.422682, 1.720078, 1.784800], [1.740221, 0.020514, 0.134276], [2.759863, -0.810748, -0.603626], [2.991547, -2.011592, 0.410294], [1.602800, -2.432052, 0.732037], [-3.658947, -0.107319, -1.929950], [-3.527704, 1.538424, -1.447869], [-4.850642, 0.400570, -0.875395], [-2.777214, 0.975911, 0.907276], [-4.038923, -1.565987, -0.062234], [-4.507016, -0.658425, 1.275616], [-3.195780, -1.723165, 1.544758], [-1.332753, -0.798630, -1.010184], [-0.895687, 1.749438, 0.611630], [1.665631, 2.200364, -1.955565], [0.219820, 1.685094, -2.541162], [1.684315, 0.541620, -2.538890], [2.817027, 1.890151, 0.077400], [1.004725, 2.728109, 1.845006], [2.263601, 1.659326, 2.568791], [0.603903, 0.987310, 2.034413], [1.243196, -0.616708, 0.857485], [3.682864, -0.286777, -0.691043], [2.363399, -1.229172, -1.451471], [3.270251, -1.434815, 1.200847], [3.512259, -2.854396, 0.018099], [1.200538, -3.033171, 0.120095], [1.446294, -2.760092, 1.685208]], "atomic_forces_ev_per_a": [[1.582, 3.125, -0.508], [0.057, -1.585, 1.702], [1.837, 0.411, -2.361], [0.318, 3.852, 1.738], [-0.871, -1.015, 1.284], [-0.997, 0.923, -0.955], [0.568, -1.560, -0.724], [0.154, 2.296, 1.066], [0.452, -0.279, 2.104], [0.513, -3.445, -0.947], [0.084, -0.830, 3.381], [-3.953, 0.358, -2.365], [1.297, 1.987, 3.073], [0.596, -1.013, -0.473], [-0.865, -1.202, 0.557], [-1.117, 0.348, 0.549], [-0.863, -0.198, -0.876], [0.054, -0.846, 0.469], [-1.865, 0.926, 1.125], [0.568, 0.107, -0.166], [0.663, -2.265, -1.660], [0.201, -0.649, -1.010], [1.379, 1.332, -0.200], [-0.319, -0.816, 0.138], [-0.974, 0.939, 0.385], [-0.736, -0.499, -0.123], [0.058, -0.109, -0.051], [-1.268, -0.037, -1.175], [0.841, 0.890, 0.188], [0.721, 0.581, -1.335], [0.439, 0.607, -0.588], [-0.891, -0.342, -2.373], [1.972, 0.319, 2.832], [1.259, -0.004, 0.001], [-1.275, -2.237, -2.269], [0.378, -0.070, -0.436]], "mulliken_charge": [-1.616, 0.614, -1.505, -0.229, -1.463, 1.203, -1.547, -0.074, -1.606, 0.264, -0.605, -0.838, -0.566, 0.440, 0.327, 0.455, 0.311, 0.368, 0.447, 0.339, 0.653, 0.222, 0.450, 0.401, 0.293, 0.430, 0.400, 0.331, 0.392, 0.684, 0.285, 0.485, 0.499, 0.406, 0.151, 0.199]}

---

{"formula": "C11H23N3O3", "method": "ωB97M-V/def2-TZVPD", "smiles": "CC(C)[C@H](N)C(=O)N[C@@H](CCCCN)C(=O)O", "energy_ev": -22392.052, "spin_multiplicity": 1, "homo_ev": -9.16, "fmax_ha_per_bohr": 0.0869, "gap_ev": 9.721, "relative_energy_kcal_mol": 41.7, "symbols": ["C", "C", "C", "C", "N", "C", "O", "N", "C", "C", "C", "C", "C", "N", "C", "O", "O", "H", "H", "H", "H", "H", "H", "H", "H", "H", "H", "H", "H", "H", "H", "H", "H", "H", "H", "H", "H", "H", "H", "H"], "xyz": [[0.082141, -2.512511, -0.945467], [-1.218115, -2.856128, -0.166194], [-1.920322, -4.006148, -0.946013], [-2.325381, -1.717689, -0.069943], [-2.839479, -1.238827, -1.386603], [-1.726926, -0.434956, 0.733016], [-1.900128, -0.294860, 1.923009], [-1.083929, 0.375575, -0.090069], [-0.589155, 1.767889, -0.021561], [0.046294, 2.086687, 1.453702], [1.188237, 1.220241, 2.018481], [2.588787, 1.706765, 1.473687], [3.507045, 0.587894, 1.001261], [3.217519, -0.002011, -0.280505], [0.443424, 2.093614, -1.121093], [0.376506, 3.136038, -1.709015], [1.344994, 1.150035, -1.458843], [-0.382984, -2.158383, -1.946832], [0.720454, -1.713295, -0.521951], [0.621030, -3.457337, -0.997406], [-0.950959, -3.153205, 0.862786], [-2.782139, -4.501234, -0.519322], [-1.992332, -3.739190, -1.970120], [-1.239565, -4.878695, -0.985960], [-3.073467, -2.171690, 0.577622], [-3.689753, -0.589747, -1.194187], [-3.092584, -2.027468, -1.866606], [-1.213040, 0.159532, -1.131811], [-1.503635, 2.431069, -0.211555], [-0.795544, 2.047112, 2.164661], [0.531445, 3.108927, 1.430000], [1.026012, 1.307850, 3.086812], [1.018113, 0.156271, 1.715527], [2.380849, 2.444010, 0.664579], [3.140517, 2.357995, 2.202896], [3.584798, -0.185153, 1.776485], [4.490611, 1.024781, 0.741448], [3.740947, 0.322802, -1.056718], [3.330999, -1.010202, -0.217250], [2.044292, 0.738435, -0.803315]], "atomic_forces_ev_per_a": [[-1.986, 0.787, -0.832], [-0.967, 0.440, -0.371], [2.184, -1.338, 1.251], [1.820, 1.264, 0.846], [-0.240, 2.943, 2.967], [-1.437, -1.789, -0.651], [0.153, 0.036, 0.654], [1.256, 1.234, -4.104], [-0.313, 0.276, 2.359], [-0.308, 0.866, -1.036], [-0.101, -0.489, -1.604], [-0.830, 0.744, 0.443], [2.014, 1.400, 0.018], [-1.651, -1.878, 0.262], [0.088, -0.948, -0.094], [-0.050, 0.333, 0.026], [-0.534, 0.746, 0.028], [1.614, -0.605, 1.152], [-0.542, -0.396, -0.146], [0.260, 0.196, -0.519], [-0.413, 0.072, -0.302], [-0.710, 0.746, 0.115], [-0.670, 0.309, -0.992], [0.140, 0.369, 0.002], [-0.329, 0.336, 0.069], [1.872, -1.779, -0.661], [-1.279, -2.016, -1.763], [0.054, -0.283, 2.203], [1.544, -0.500, 0.441], [0.329, 0.251, -0.434], [-1.234, -0.669, -0.093], [0.662, -0.246, 0.256], [0.190, 0.637, 0.403], [0.279, -0.655, 0.150], [-0.475, -0.871, -0.262], [0.156, 0.221, -0.263], [0.010, 0.069, 1.514], [0.951, 0.397, -0.408], [-0.353, 0.233, -0.409], [-1.156, -0.443, -0.216]], "mulliken_charge": [-0.933, 0.297, -1.725, -0.071, -0.636, 0.083, -0.690, 0.079, 0.428, -1.383, -0.110, -0.779, -0.900, -0.455, 0.004, -0.578, -0.571, 0.240, -0.080, 0.492, 0.392, 0.358, 0.502, 0.415, 0.441, 0.253, 0.217, 0.422, 0.290, 0.550, 0.489, 0.400, 0.118, 0.350, 0.414, 0.379, 0.382, 0.310, 0.208, 0.399]}

---

{"formula": "C11H23N3O3S", "method": "ωB97M-V/def2-TZVPD", "smiles": "CSCC[C@H](NC(=O)[C@@H](N)CCCCN)C(=O)O", "energy_ev": -33227.909, "spin_multiplicity": 1, "homo_ev": -8.54, "fmax_ha_per_bohr": 0.0605, "gap_ev": 8.911, "relative_energy_kcal_mol": 37.3, "symbols": ["C", "S", "C", "C", "C", "N", "C", "O", "C", "N", "C", "C", "C", "C", "N", "C", "O", "O", "H", "H", "H", "H", "H", "H", "H", "H", "H", "H", "H", "H", "H", "H", "H", "H", "H", "H", "H", "H", "H", "H", "H"], "xyz": [[-3.976793, -3.032404, -0.000902], [-5.178887, -1.713401, -0.197966], [-4.233854, -0.264712, -0.688868], [-3.122632, 0.034803, 0.316753], [-2.153358, 1.074856, -0.274791], [-0.920365, 1.201541, 0.548826], [-0.031838, 0.202417, 0.726195], [-0.054173, -0.898377, 0.146402], [1.146536, 0.516953, 1.680919], [1.734013, -0.733552, 2.102724], [2.132892, 1.399197, 0.966661], [2.830119, 0.793122, -0.311536], [3.481904, -0.570073, -0.169389], [4.318388, -1.047991, -1.430707], [5.678470, -0.616018, -1.670192], [-2.856971, 2.457873, -0.430535], [-2.674290, 3.362724, 0.355355], [-3.644011, 2.425364, -1.554047], [-3.502411, -2.817766, 0.944620], [-3.158071, -3.116602, -0.705934], [-4.597772, -3.916527, 0.134270], [-4.961229, 0.570277, -0.689233], [-3.746295, -0.418358, -1.694385], [-3.627971, 0.264774, 1.221842], [-2.541199, -0.810686, 0.595495], [-1.798602, 0.672371, -1.185290], [-0.807806, 2.110936, 0.867299], [0.755045, 1.002456, 2.605160], [1.380805, -1.386188, 1.377063], [1.271380, -1.152709, 2.957848], [2.915683, 1.687190, 1.706896], [1.723924, 2.414808, 0.807248], [2.021615, 0.795358, -1.116022], [3.423798, 1.558180, -0.856623], [4.118562, -0.504562, 0.759601], [2.816417, -1.384113, 0.028621], [4.323025, -2.165720, -1.414025], [3.705558, -0.723185, -2.259221], [6.209142, -0.885937, -0.895899], [5.765198, 0.386792, -1.785176], [-4.163938, 3.226908, -1.519076]], "atomic_forces_ev_per_a": [[0.103, 0.567, 1.008], [-0.814, 0.101, -0.622], [0.932, -0.536, -0.433], [-0.494, 0.523, -0.971], [0.362, 0.295, 1.721], [-1.830, -1.389, -1.217], [0.608, -0.617, -0.432], [-0.777, 1.517, 0.582], [-1.316, -0.126, 0.879], [-0.837, -2.025, 0.760], [2.218, 1.140, 0.176], [-2.521, 1.136, -1.424], [2.477, 0.364, 0.303], [-1.109, -0.273, 0.748], [-0.864, 0.519, -0.849], [1.463, -1.263, 0.096], [-0.828, -0.633, -1.321], [0.862, 0.334, 1.581], [0.288, -0.342, 0.435], [-0.375, -0.112, -0.643], [0.333, -0.177, -0.315], [0.402, -0.611, -0.349], [-0.893, 0.257, 0.739], [-0.159, 1.078, 1.040], [0.566, -0.941, -0.352], [-0.116, -0.183, -1.449], [0.728, 1.601, 1.236], [0.173, 0.186, -0.819], [0.717, 0.113, 0.440], [0.598, 1.194, -1.087], [-0.179, -0.671, -0.291], [-0.274, -0.565, -0.609], [0.415, -0.745, 0.884], [0.585, -0.352, 1.067], [-0.282, -0.295, -0.896], [-0.712, -0.063, 0.003], [-0.031, 0.834, -0.089], [-0.126, -0.195, -0.618], [1.267, -0.314, 1.293], [-0.101, -0.035, 0.075], [-0.459, 0.706, -0.278]], "mulliken_charge": [-0.824, -0.108, -0.489, -1.055, 0.164, -0.199, 0.213, -0.723, -0.063, -0.686, -0.972, -0.736, 0.059, -0.968, -0.576, 0.247, -0.564, -0.400, 0.257, 0.303, 0.335, 0.274, 0.333, 0.361, 0.508, 0.475, 0.288, 0.479, 0.244, 0.309, 0.417, 0.467, 0.162, 0.454, 0.255, 0.131, 0.377, 0.414, 0.251, 0.236, 0.350]}